No. 1
{
  "formula": "C2H7N4",
  "method": "ωB97M-V/def2-TZVPD",
  "elements": ["C", "C", "N", "N", "N", "N", "H", "H", "H", "H", "H", "H", "H"],
  "coordinates": [[0.2663, 1.1751, -0.0830], [0.1195, -0.2503, -0.5789], [-3.1359, 0.0839, 0.6351], [-2.1878, -0.2248, -0.0294], [-1.1954, -0.6688, -0.8015], [0.9149, -0.9978, 0.4036], [0.1835, 1.2750, 1.0036], [-0.3133, 1.8473, -0.7014], [1.3961, 1.5399, -0.2048], [0.5937, -0.4366, -1.5301], [1.0953, -2.0040, 0.1037], [0.5487, -1.0008, 1.3700], [1.7145, -0.3379, 0.4131]],
  "atomic_forces_ev_per_a": [[3.3, 1.2, -0.7], [-1.1, 2.1, 0.1], [6.9, -2.3, -5.2], [-3.3, 1.4, 3.5], [-4.3, -0.3, 1.5], [1.0, -1.9, 0.7], [-0.9, 0.0, -0.2], [-0.3, 0.3, 0.4], [-2.1, -0.7, -0.2], [0.4, 0.1, -0.3], [0.2, 1.6, 0.5], [-0.2, 0.0, -0.5], [0.5, -1.4, 0.3]],
  "mulliken_charge": [-1.42, 0.22, -0.30, 0.65, -0.53, -0.31, 0.45, 0.37, 0.44, 0.35, 0.38, 0.34, 0.35],
  "e_tot_ha": -299.0608,
  "e_above_lowest_kj_mol": 423.31,
  "homo_ev": -14.56,
  "spin_multiplicity": 1,
  "homo_lumo_gap_ev": 10.513,
  "fmax_ev_per_a": 9.00,
  "total_charge": 1
}

---

No. 2
{
  "formula": "C2H7N4",
  "method": "ωB97M-V/def2-TZVPD",
  "elements": ["C", "C", "N", "N", "N", "N", "H", "H", "H", "H", "H", "H", "H"],
  "coordinates": [[2.3506, 0.0287, -0.1096], [-0.4071, 0.7564, 0.3972], [1.2670, 0.5371, -0.4304], [3.2566, -0.3537, 0.5150], [-1.2307, -0.2795, 0.4961], [-1.5520, -0.9626, -0.6571], [-0.2629, 1.2555, 1.4118], [-0.4528, 1.4587, -0.3349], [1.2739, 0.8498, -1.3633], [4.0048, -1.0004, 0.5693], [-1.1594, -0.8813, 1.3118], [-2.4240, -0.6871, -0.9895], [-1.4480, -1.9749, -0.6399]],
  "atomic_forces_ev_per_a": [[-0.5, 0.3, -0.8], [2.7, 4.5, 4.3], [0.9, -0.9, -0.3], [1.7, -0.8, 2.0], [-2.7, -5.4, -1.3], [1.5, -0.3, 2.0], [0.0, -0.8, -1.5], [-1.7, 1.8, -2.0], [-0.8, 0.7, -1.2], [0.3, -0.3, -0.1], [0.3, 0.0, 0.0], [-1.6, 1.1, -1.6], [-0.1, 0.1, 0.5]],
  "lowdin_spin": [0.16, 0.47, 0.20, 0.18, 0.54, 0.35, 0.02, 0.03, 0.01, 0.01, 0.01, 0.03, 0.01],
  "e_tot_ha": -298.9101,
  "e_above_lowest_kj_mol": 347.38,
  "homo_ev": [-9.60, -14.21],
  "spin_multiplicity": 3,
  "homo_lumo_gap_ev": [6.256, 5.926],
  "fmax_ev_per_a": 6.77,
  "s_squared": 2.011,
  "total_charge": 1
}

---

No. 3
{
  "formula": "C2H7N4S2",
  "method": "ωB97M-V/def2-TZVPD",
  "elements": ["C", "C", "N", "N", "N", "N", "S", "S", "H", "H", "H", "H", "H", "H", "H"],
  "coordinates": [[1.3571, 0.7492, 0.6873], [0.1536, 0.9518, -1.9266], [0.5019, 0.1545, 1.4522], [-0.6493, -0.7072, 1.0405], [-0.4032, -2.0575, 0.7083], [-1.1022, 0.8761, -1.4613], [2.5115, 1.8096, 1.0509], [1.5287, 0.4963, -1.1062], [0.1502, 1.3912, -2.9302], [0.6008, 0.6461, 2.3254], [-0.2287, -2.3478, -0.2386], [-0.0417, -2.7130, 1.3722], [-1.2345, 0.3830, -0.5263], [-1.3905, -0.6410, 1.7413], [-1.7537, 1.0086, -2.1888]],
  "atomic_forces_ev_per_a": [[0.8, 0.9, -2.4], [-2.7, -0.2, 0.9], [-1.7, -1.4, 0.7], [0.9, -0.5, -1.1], [-0.4, 1.0, 0.6], [2.9, -0.6, 1.2], [0.4, 0.3, 0.9], [0.7, -0.2, -1.2], [0.9, -0.5, 0.1], [-0.9, -0.8, 1.2], [0.0, 0.9, -0.2], [0.2, 0.2, 0.7], [-0.4, 0.5, -1.3], [0.7, 0.1, 0.0], [-1.5, 0.2, -0.1]],
  "mulliken_charge": [0.32, 0.04, 0.00, -0.38, -0.38, -0.25, -0.24, -0.02, 0.39, 0.24, 0.22, 0.23, 0.33, 0.26, 0.25],
  "e_tot_ha": -1095.4420,
  "e_above_lowest_kj_mol": 161.77,
  "homo_ev": -12.63,
  "spin_multiplicity": 1,
  "homo_lumo_gap_ev": 7.876,
  "fmax_ev_per_a": 3.21,
  "total_charge": 1
}

---

No. 4
{
  "formula": "C2H7N5",
  "method": "ωB97M-V/def2-TZVPD",
  "elements": ["N", "N", "C", "N", "C", "N", "N", "H", "H", "H", "H", "H", "H", "H"],
  "coordinates": [[-2.5240, 0.3828, -0.5931], [-1.0681, 0.2749, -0.7055], [-0.8112, -1.0145, -0.7236], [0.3901, -1.4963, -0.5729], [1.4076, -0.9101, -0.0146], [1.0973, 0.2814, 0.6221], [2.1998, 0.9054, 1.2707], [-2.5753, 1.4143, -0.9477], [-3.0863, -0.4082, -1.0847], [-1.8679, -1.6735, -0.8727], [2.2450, -1.4547, 0.0970], [0.3324, 0.8501, 0.3596], [2.3196, 1.8820, 0.9742], [1.9409, 0.9663, 2.1912]],
  "atomic_forces_ev_per_a": [[0.6, 3.0, -1.3], [-2.7, -3.3, 0.5], [-3.6, 2.1, -0.4], [2.8, -3.1, -0.9], [-7.2, 3.1, 0.2], [4.4, -1.0, 0.1], [0.3, 0.4, -2.1], [-1.3, -2.8, 0.4], [1.3, 2.3, 0.5], [3.5, 0.8, 0.4], [3.3, -1.0, 0.6], [-0.9, 0.1, -0.6], [-0.1, -0.6, -0.3], [-0.4, 0.1, 3.0]],
  "mulliken_charge": [-0.59, -0.24, 0.24, -0.61, 0.02, 0.02, -0.77, 0.26, 0.26, 0.11, 0.46, 0.38, 0.23, 0.24],
  "e_tot_ha": -354.0390,
  "e_above_lowest_kj_mol": 400.10,
  "homo_ev": -7.94,
  "spin_multiplicity": 1,
  "homo_lumo_gap_ev": 8.632,
  "fmax_ev_per_a": 7.84,
  "total_charge": 0
}